# C3H9NO2

A structure of composition C3H9NO2 in a non-equilibrium geometry (the ωB97M-V functional and the def2-TZVPD basis, OMol25).

```
15
C3H9NO2 | OMol25 | the ωB97M-V functional and the def2-TZVPD basis
H 0.2413 2.4272 -0.1640
H 2.3559 -1.4894 -0.1651
H 4.1701 -1.0753 -0.5228
H -2.0168 1.2607 -0.2913
H 1.7474 1.2054 -0.5136
H -3.0608 -0.8732 -0.7794
H -1.9016 -1.7989 0.1242
O 0.4462 -0.9094 -0.1720
H -2.8895 -0.8202 1.0955
N -1.5335 0.3360 0.0404
C 0.6635 1.4447 -0.0194
H 1.1930 1.4300 0.9647
C -2.3342 -0.8176 0.1330
O 3.0642 -0.5295 0.2438
C -0.1451 0.2096 0.0262
```

**F_max**: 9.0 eV/Å
**Electronic energy**: -8837.5517 eV
**Relative energy (zero: lowest compared OMol25 entry of this formula, charge and spin)**: 5.403 eV
**HOMO**: -9.578 eV
**Kohn-Sham gap**: 9.89 eV